Record 1
C4H10N2OS | ωB97M-V/def2-TZVPD

Last column: Mulliken charge in e.
Element x y z (Å)
C (-1.416, 0.783, 0.824)  -0.991
C (-0.657, 0.076, -0.416)  -0.004
C (0.175, 1.345, -0.939)  -1.012
C (0.988, -0.921, 0.885)  0.017
H (-0.710, 1.747, 1.360)  0.334
H (-1.734, -0.241, 1.591)  0.201
H (-2.537, 1.215, 0.269)  0.304
H (-1.559, 0.078, -1.192)  0.366
H (1.485, 1.227, -0.394)  0.230
H (0.364, 1.582, -2.340)  0.239
H (-0.554, 2.218, -0.543)  0.332
H (-1.418, -2.537, 0.635)  0.106
H (0.530, -0.843, 1.936)  0.379
H (2.279, -0.995, -1.264)  0.392
N (0.222, -1.057, -0.345)  -0.017
N (2.282, -0.658, 0.777)  -0.308
O (2.960, -0.614, -0.436)  -0.331
S (-0.700, -2.406, -0.410)  -0.236

For the relative energy (zero: lowest compared OMol25 entry of this formula, charge and spin), the calculation gives 228.0 kcal/mol.


Record 2
C49H111N5O9 | ωB97M-V/def2-TZVPD

Last column: Mulliken charge in e.
Element x y z (Å)
C (-11.873, 28.955, -9.555)  -1.966
C (-10.886, 29.261, -8.365)  1.506
C (-10.282, 30.663, -8.529)  -1.580
C (-11.664, 29.324, -7.097)  -1.186
C (-10.837, 29.164, -5.883)  -0.718
C (-9.967, 27.907, -5.908)  -1.091
C (-9.114, 27.857, -7.199)  1.436
C (-7.894, 28.713, -6.985)  -1.752
C (-8.596, 26.331, -7.288)  -1.845
N (-9.934, 28.133, -8.374)  0.383
O (-9.261, 28.083, -9.565)  -0.498
H (-11.292, 29.008, -10.476)  0.456
H (-12.275, 27.946, -9.638)  0.392
H (-12.719, 29.640, -9.616)  0.375
H (-9.864, 30.853, -9.518)  0.389
H (-11.053, 31.423, -8.400)  0.392
H (-9.454, 30.917, -7.868)  0.268
H (-12.342, 30.177, -7.107)  0.512
H (-12.251, 28.413, -7.218)  0.359
H (-10.308, 30.071, -5.592)  0.361
H (-11.512, 28.971, -5.048)  0.387
H (-10.714, 27.113, -5.882)  0.380
H (-9.408, 27.953, -4.973)  0.345
H (-8.222, 29.682, -6.609)  0.324
H (-7.381, 28.838, -7.938)  0.360
H (-7.165, 28.372, -6.250)  0.415
H (-8.189, 25.896, -6.375)  0.395
H (-7.809, 26.209, -8.033)  0.392
H (-9.395, 25.624, -7.512)  0.442
H (-9.614, 27.291, -9.977)  0.366
C (-15.815, 19.797, -8.784)  -2.039
C (-15.206, 20.051, -7.335)  1.789
C (-14.669, 21.469, -7.335)  -1.860
C (-16.323, 19.873, -6.342)  -1.360
C (-15.954, 19.707, -4.824)  -0.687
C (-14.759, 18.721, -4.668)  -1.154
C (-13.609, 18.807, -5.725)  1.370
C (-12.697, 19.904, -5.292)  -1.735
C (-12.687, 17.484, -5.605)  -1.592
N (-14.151, 19.003, -7.089)  0.201
O (-13.136, 19.035, -8.143)  -0.465
H (-15.035, 20.052, -9.503)  0.442
H (-16.106, 18.748, -8.838)  0.463
H (-16.648, 20.480, -8.946)  0.445
H (-13.662, 21.660, -7.705)  0.313
H (-15.210, 22.094, -8.046)  0.466
H (-14.785, 21.948, -6.363)  0.396
H (-16.989, 20.724, -6.486)  0.384
H (-16.953, 19.008, -6.547)  0.454
H (-15.761, 20.690, -4.392)  0.339
H (-16.870, 19.317, -4.382)  0.391
H (-15.140, 17.702, -4.605)  0.433
H (-14.392, 18.891, -3.656)  0.360
H (-11.801, 19.837, -5.910)  0.364
H (-12.410, 19.716, -4.258)  0.479
H (-13.137, 20.901, -5.316)  0.341
H (-12.054, 17.563, -4.721)  0.366
H (-11.999, 17.289, -6.427)  0.373
H (-13.232, 16.550, -5.469)  0.384
H (-13.350, 18.250, -8.652)  0.337
C (-5.103, 17.904, -8.987)  -1.628
C (-3.944, 17.992, -10.027)  1.648
C (-4.548, 18.269, -11.388)  -1.866
C (-2.972, 19.159, -9.794)  -1.216
C (-2.232, 18.994, -8.494)  -0.694
C (-1.383, 17.740, -8.619)  -0.918
C (-2.144, 16.405, -8.952)  1.127
C (-1.121, 15.305, -9.346)  -1.876
C (-2.831, 15.821, -7.652)  -1.636
N (-3.126, 16.719, -10.012)  0.207
O (-3.846, 15.603, -10.379)  -0.445
H (-5.757, 18.776, -8.988)  0.424
H (-5.682, 16.993, -9.138)  0.327
H (-4.643, 17.848, -8.000)  0.340
H (-3.739, 18.469, -12.092)  0.436
H (-5.162, 17.405, -11.641)  0.415
H (-5.197, 19.143, -11.339)  0.372
H (-2.361, 19.435, -10.653)  0.393
H (-3.572, 20.033, -9.543)  0.363
H (-1.545, 19.835, -8.402)  0.381
H (-2.915, 19.042, -7.646)  0.332
H (-1.127, 17.625, -7.566)  0.371
H (-0.603, 17.963, -9.348)  0.363
H (-0.368, 15.125, -8.578)  0.376
H (-0.769, 15.680, -10.307)  0.492
H (-1.528, 14.307, -9.509)  0.337
H (-3.239, 16.599, -7.006)  0.365
H (-2.080, 15.228, -7.131)  0.512
H (-3.618, 15.120, -7.933)  0.351
H (-4.146, 15.244, -9.541)  0.350
C (-15.635, 13.482, -13.830)  -1.779
C (-14.491, 13.395, -14.862)  1.727
C (-14.985, 12.734, -16.156)  -2.230
C (-14.070, 14.808, -15.315)  -1.221
C (-12.918, 15.436, -14.440)  -0.794
C (-11.777, 14.461, -14.084)  -1.062
C (-12.319, 13.137, -13.521)  1.303
C (-11.102, 12.138, -13.619)  -1.830
C (-12.862, 13.333, -12.089)  -1.669
N (-13.433, 12.532, -14.314)  0.326
O (-13.899, 11.337, -13.866)  -0.488
H (-16.510, 14.000, -14.222)  0.468
H (-15.385, 14.093, -12.963)  0.343
H (-15.962, 12.473, -13.583)  0.348
H (-15.614, 13.401, -16.746)  0.475
H (-15.629, 11.869, -15.996)  0.496
H (-14.176, 12.599, -16.874)  0.464
H (-14.022, 14.910, -16.399)  0.516
H (-14.905, 15.491, -15.159)  0.345
H (-13.362, 15.924, -13.572)  0.365
H (-12.452, 16.172, -15.096)  0.363
H (-11.225, 15.013, -13.324)  0.393
H (-11.182, 14.297, -14.983)  0.410
H (-10.695, 11.942, -14.611)  0.412
H (-10.332, 12.545, -12.963)  0.409
H (-11.345, 11.151, -13.226)  0.392
H (-12.066, 13.688, -11.434)  0.459
H (-13.537, 14.182, -11.986)  0.335
H (-13.385, 12.462, -11.693)  0.323
H (-13.876, 10.874, -14.707)  0.400
C (-2.472, 27.248, -19.508)  -1.629
C (-3.974, 26.908, -19.213)  1.489
C (-4.981, 27.906, -19.859)  -1.903
C (-4.351, 25.495, -19.792)  -1.129
C (-3.634, 24.323, -19.082)  -0.634
C (-4.083, 24.391, -17.623)  -1.183
C (-3.726, 25.734, -16.907)  1.230
C (-4.609, 25.695, -15.586)  -1.876
C (-2.216, 25.725, -16.590)  -1.552
N (-4.293, 26.783, -17.770)  0.335
O (-4.215, 28.058, -17.173)  -0.516
H (-1.724, 26.539, -19.153)  0.296
H (-2.267, 27.431, -20.563)  0.432
H (-2.271, 28.203, -19.022)  0.370
H (-4.896, 27.929, -20.946)  0.406
H (-5.993, 27.624, -19.569)  0.422
H (-4.747, 28.923, -19.545)  0.400
H (-5.404, 25.285, -19.979)  0.390
H (-3.809, 25.462, -20.738)  0.395
H (-3.909, 23.345, -19.478)  0.373
H (-2.556, 24.429, -19.209)  0.317
H (-3.556, 23.687, -16.980)  0.491
H (-5.149, 24.170, -17.564)  0.407
H (-4.325, 24.827, -14.990)  0.412
H (-5.684, 25.682, -15.761)  0.430
H (-4.474, 26.573, -14.955)  0.401
H (-1.917, 26.666, -16.128)  0.360
H (-1.636, 25.499, -17.485)  0.291
H (-2.059, 25.053, -15.746)  0.446
H (-5.097, 28.326, -16.903)  0.328
C (-10.673, 18.811, -19.550)  -0.469
O (-11.874, 19.366, -20.006)  -0.503
H (-10.800, 17.730, -19.497)  0.193
H (-9.957, 18.974, -20.356)  0.238
H (-10.310, 19.276, -18.634)  0.235
H (-11.894, 20.292, -19.754)  0.305
C (-10.388, 22.226, -12.969)  -0.503
O (-10.808, 23.589, -12.968)  -0.493
H (-9.851, 21.971, -12.056)  0.248
H (-11.260, 21.585, -13.102)  0.229
H (-9.641, 22.076, -13.748)  0.221
H (-11.506, 23.636, -12.311)  0.298
C (-17.251, 23.839, -14.752)  -0.496
O (-15.973, 24.441, -14.653)  -0.492
H (-17.736, 24.115, -15.688)  0.245
H (-17.185, 22.751, -14.758)  0.212
H (-17.905, 24.144, -13.935)  0.239
H (-16.023, 25.396, -14.740)  0.292
C (-11.594, 25.470, -18.467)  -0.501
O (-12.076, 24.235, -18.111)  -0.480
H (-10.643, 25.331, -18.982)  0.192
H (-12.317, 26.052, -19.038)  0.224
H (-11.362, 26.032, -17.562)  0.251
H (-12.467, 24.323, -17.239)  0.314

For the relative energy (zero: lowest compared OMol25 entry of this formula, charge and spin), the calculation gives 103.7 kcal/mol. As for the SMILES: CC1(C)CCCC(C)(C)N1O.CC1(C)CCCC(C)(C)N1O.CC1(C)CCCC(C)(C)N1O.CC1(C)CCCC(C)(C)N1O.CC1(C)CCCC(C)(C)N1O.CO.CO.CO.CO.


Record 3
C14H23NO4 | ωB97M-V/def2-TZVPD

Last column: Mulliken charge in e.
Element x y z (Å)
C (2.158, 2.701, -2.843)  -0.839
O (1.913, 2.313, -1.512)  -0.339
C (2.954, 1.565, -0.918)  -0.441
C (3.002, 0.107, -1.405)  -0.833
N (1.782, -0.639, -1.156)  -0.184
C (1.757, -1.489, 0.012)  -0.765
C (1.912, -0.774, 1.372)  -0.156
O (1.713, -1.628, 2.487)  -0.458
C (0.386, -2.021, 2.744)  -0.393
C (-0.519, -0.890, 3.261)  -0.712
O (-0.871, 0.062, 2.280)  -0.499
C (-1.611, -0.321, 1.195)  0.188
C (-2.387, -1.468, 1.116)  -0.837
C (-3.090, -1.726, -0.052)  -0.679
C (-3.032, -0.867, -1.126)  -0.800
C (-2.262, 0.296, -1.045)  0.723
O (-2.264, 1.092, -2.145)  -0.462
C (-1.546, 2.304, -2.097)  -0.283
C (-1.553, 0.562, 0.115)  0.258
H (2.107, 1.854, -3.534)  0.307
H (3.141, 3.178, -2.936)  0.373
H (1.384, 3.421, -3.102)  0.272
H (3.923, 2.050, -1.109)  0.404
H (2.748, 1.600, 0.154)  0.237
H (3.176, 0.105, -2.488)  0.344
H (3.845, -0.401, -0.932)  0.445
H (0.992, -0.002, -1.151)  0.130
H (0.798, -2.014, -0.014)  0.298
H (2.552, -2.234, -0.090)  0.400
H (1.234, 0.086, 1.417)  0.269
H (2.939, -0.418, 1.492)  0.318
H (-0.069, -2.478, 1.856)  0.347
H (0.469, -2.780, 3.526)  0.387
H (0.021, -0.315, 4.017)  0.365
H (-1.414, -1.327, 3.722)  0.397
H (-2.459, -2.155, 1.944)  0.360
H (-3.693, -2.620, -0.115)  0.393
H (-3.573, -1.067, -2.037)  0.445
H (-1.681, 2.762, -3.076)  0.289
H (-1.944, 2.971, -1.326)  0.341
H (-0.480, 2.139, -1.916)  -0.122
H (-0.945, 1.445, 0.227)  0.511

For the relative energy (zero: lowest compared OMol25 entry of this formula, charge and spin), the calculation gives 79.8 kcal/mol. As for the SMILES: COCCNCCOCCOc1cccc(OC)c1.


Record 4
C20H46NO10PS4 | ωB97M-V/def2-TZVPD

Last column: Mulliken charge in e.
Element x y z (Å)
O (-3.535, 2.381, 0.184)  -0.387
S (-2.956, 3.196, -0.875)  0.405
O (-3.065, 2.446, -2.270)  -0.279
C (-3.213, 1.007, -2.336)  -0.956
C (-2.000, 0.230, -1.855)  0.343
C (-2.097, -1.239, -2.276)  -0.246
S (-0.554, -2.053, -2.707)  -0.351
C (0.405, -1.845, -1.234)  0.396
S (-0.314, -1.737, 0.248)  -0.213
N (1.760, -1.942, -1.419)  -0.084
C (2.367, -1.618, -2.723)  -1.064
C (2.544, -0.110, -2.919)  -0.120
O (3.124, 0.555, -1.809)  -0.424
C (2.530, 0.191, -0.571)  0.017
C (2.607, -1.317, -0.388)  -1.112
O (-1.276, 2.968, -0.734)  -0.198
P (-0.548, 3.440, 0.637)  0.433
S (-0.909, 5.213, 1.275)  -0.352
H (-4.111, 0.721, -1.781)  0.297
H (-3.397, 0.820, -3.397)  0.469
H (-1.924, 0.294, -0.776)  0.056
H (-1.098, 0.682, -2.284)  0.290
H (-2.620, -1.839, -1.538)  -0.162
H (-2.652, -1.323, -3.221)  0.594
H (3.344, -2.109, -2.761)  0.390
H (1.775, -2.030, -3.536)  0.470
H (1.593, 0.364, -3.199)  0.199
H (3.244, 0.038, -3.747)  0.368
H (3.089, 0.707, 0.216)  0.404
H (1.486, 0.537, -0.541)  0.038
H (3.637, -1.612, -0.619)  0.470
H (2.376, -1.678, 0.611)  0.423
H (-0.856, 2.406, 1.522)  0.052
H (0.767, 3.178, 0.244)  -0.019
C (-4.082, -1.054, 0.935)  -0.476
O (-4.909, -1.527, -0.124)  -0.381
C (-4.821, -2.928, -0.326)  -0.382
C (-5.967, -3.676, 0.320)  -0.819
O (-5.966, -3.557, 1.730)  -0.379
C (-6.856, -2.573, 2.223)  -0.663
H (-4.434, -0.059, 1.204)  0.158
H (-4.143, -1.709, 1.806)  0.569
H (-3.039, -0.985, 0.606)  -0.076
H (-3.865, -3.309, 0.052)  0.351
H (-4.856, -3.111, -1.406)  0.402
H (-5.869, -4.739, 0.081)  0.412
H (-6.918, -3.322, -0.092)  0.359
H (-7.891, -2.930, 2.192)  0.331
H (-6.782, -1.642, 1.657)  0.273
H (-6.583, -2.382, 3.260)  0.230
C (8.418, 1.157, -4.469)  -0.737
O (7.318, 1.790, -3.844)  -0.400
C (6.315, 0.895, -3.399)  -0.330
C (6.418, 0.593, -1.921)  0.134
O (7.620, -0.081, -1.587)  -0.416
C (8.630, 0.766, -1.074)  -0.745
H (9.224, 1.888, -4.522)  0.249
H (8.760, 0.289, -3.901)  0.328
H (8.163, 0.840, -5.486)  0.322
H (6.358, -0.039, -3.971)  0.305
H (5.347, 1.367, -3.587)  0.200
H (5.584, -0.054, -1.643)  -0.164
H (6.327, 1.522, -1.348)  0.292
H (8.422, 1.040, -0.034)  0.322
H (8.731, 1.677, -1.669)  0.328
H (9.567, 0.211, -1.109)  0.261
C (-2.418, 2.690, 3.727)  -0.846
O (-1.450, 1.657, 3.587)  -0.062
C (-0.716, 1.379, 4.768)  -0.674
C (-1.248, 0.172, 5.509)  -0.537
O (-2.562, 0.375, 5.994)  -0.398
C (-3.571, -0.177, 5.174)  -0.605
H (-3.084, 2.620, 2.868)  0.125
H (-3.003, 2.574, 4.642)  0.499
H (-1.938, 3.673, 3.720)  0.271
H (-0.715, 2.250, 5.431)  0.386
H (0.319, 1.179, 4.471)  0.367
H (-0.606, -0.019, 6.374)  0.387
H (-1.209, -0.708, 4.858)  0.295
H (-3.626, -1.264, 5.297)  0.346
H (-3.402, 0.055, 4.121)  0.139
H (-4.517, 0.261, 5.487)  0.303


| no. | orbital gap (eV) | energy (Ha) |
| --- | --- | --- |
| 1 | 10.014 | -741.014682 |
| 2 | 7.841 | -2884.068159 |
| 3 | 9.139 | -902.904869 |
| 4 | 8.762 | -3530.760574 |